Model P:
7
Properties=species:S:1:pos:R:3:nbo_charge:R:1 method="wB97M-V/def2-TZVPD" lumo_ev="-2.9834 / -2.9832" homo_energy_ev="-9.8 / -9.8" gap_ev="6.825 / 6.812" total_charge=0
C 0.397 0.693 0.742 0.32
O -0.210 -0.315 -0.005 -0.61
F -0.441 1.374 1.560 -0.36
S -1.553 -0.965 -1.817 0.40
Cl -0.342 -2.458 -2.068 -0.03
H 1.036 0.214 1.403 0.17
H 1.111 1.456 0.185 0.12

=====

Model Q:
7
Properties=species:S:1:pos:R:3:nbo_charge:R:1 method="wB97M-V/def2-TZVPD" lumo_ev="-3.9361 / -3.9330" homo_energy_ev="-9.0 / -9.1" gap_ev="5.084 / 5.162" total_charge=0
C 1.029 0.127 -0.233 0.31
O -0.078 0.535 -0.634 -0.58
F 1.380 0.194 1.133 -0.41
S -3.326 -1.027 0.448 0.09
Cl -2.123 0.442 0.301 0.28
H 1.175 -1.048 -0.506 0.11
H 1.944 0.778 -0.509 0.20

=====

Which of them is the most stable? Correct choice: model P.

=====

Model P:
11
Properties=species:S:1:pos:R:3:nbo_charge:R:1 method="wB97M-V/def2-TZVPD" lumo_ev=-0.3635 homo_energy_ev=-9.2 smiles="[H]/N=C(/NO)OC=S" gap_ev=8.865 total_charge=0
H 0.095 1.850 -0.360 0.37
N -0.590 1.196 -0.234 -0.71
C -0.305 0.021 -0.290 0.63
N -1.201 -1.046 -0.251 -0.30
O -2.589 -0.729 -0.043 -0.53
O 0.994 -0.567 -0.663 -0.47
C 1.902 0.148 0.031 0.00
S 3.393 -0.511 -0.090 0.00
H -0.843 -1.570 0.851 0.35
H -2.455 0.185 0.471 0.47
H 1.599 1.023 0.579 0.19

=====

Model Q:
11
Properties=species:S:1:pos:R:3:nbo_charge:R:1 method="wB97M-V/def2-TZVPD" lumo_ev=0.0058 homo_energy_ev=-9.2 gap_ev=9.241 total_charge=0
O 0.465 1.586 -0.079 -0.60
C -0.110 0.513 -0.012 0.59
C 0.575 -0.825 -0.006 -0.05
N 1.824 -1.048 -0.009 -0.49
S 3.085 0.059 -0.071 0.24
N -1.481 0.498 0.125 -0.33
O -2.175 -0.651 -0.268 -0.55
H -0.072 -1.699 0.045 0.20
H 2.440 1.244 -0.078 0.14
H -1.940 1.326 -0.175 0.38
H -2.611 -1.003 0.529 0.48

=====

Which of them is the most stable? Correct choice: model Q.

=====

Model P:
13
Properties=species:S:1:pos:R:3:nbo_charge:R:1 method="wB97M-V/def2-TZVPD" lumo_ev=1.0807 homo_energy_ev=-9.4 smiles="C=CC/C=C/Cl" gap_ev=10.517 total_charge=0
C -1.830 -0.148 -0.846 -0.41
C -0.623 -0.031 -1.375 -0.16
C 0.617 0.343 -0.621 -0.49
C 0.465 0.142 0.823 -0.19
C 1.319 -0.441 1.687 -0.19
Cl 1.299 -0.431 3.460 -0.03
H -2.698 -0.424 -1.444 0.20
H -2.097 0.362 0.066 0.18
H -0.586 -0.283 -2.428 0.20
H 1.475 -0.152 -1.047 0.22
H 0.840 1.391 -0.886 0.23
H -0.465 0.531 1.211 0.21
H 2.286 -0.859 1.400 0.20

=====

Model Q:
13
Properties=species:S:1:pos:R:3:nbo_charge:R:1 method="wB97M-V/def2-TZVPD" lumo_ev=0.9282 homo_energy_ev=-10.4 smiles=C#CC(C)(C)Cl gap_ev=11.286 total_charge=0
C -1.867 -1.547 0.020 -0.17
C -0.858 -0.959 0.013 -0.04
C 0.354 -0.307 0.011 -0.10
C 0.360 0.626 -1.209 -0.61
C 0.509 0.545 1.261 -0.60
Cl 1.680 -1.538 -0.062 -0.05
H -2.795 -1.927 -0.109 0.22
H 1.371 1.081 -1.437 0.22
H 0.107 0.277 -2.193 0.23
H -0.390 1.468 -0.990 0.22
H 1.423 1.152 1.136 0.22
H -0.336 1.209 1.364 0.22
H 0.442 -0.079 2.197 0.23

=====

Model R:
13
Properties=species:S:1:pos:R:3:nbo_charge:R:1 method="wB97M-V/def2-TZVPD" lumo_ev=0.4790 homo_energy_ev=-9.1 gap_ev=9.553 total_charge=0
C 2.611 -0.777 0.954 -0.34
C 1.366 -0.791 0.459 -0.25
C 1.018 -0.542 -0.935 -0.18
C -0.239 -0.403 -1.300 -0.23
C -1.350 -0.380 -0.338 -0.38
Cl -1.503 1.291 0.470 -0.11
H 3.563 -0.641 0.360 0.20
H 2.780 -0.778 2.019 0.20
H 0.526 -0.755 1.069 0.19
H 1.851 -0.502 -1.719 0.21
H -0.274 -0.248 -2.405 0.22
H -2.355 -0.492 -0.742 0.24
H -0.988 -1.158 0.382 0.22

=====

Which of them is the most stable? Correct choice: model P.

=====

Model P:
16
Properties=species:S:1:pos:R:3:nbo_charge:R:1 method="wB97M-V/def2-TZVPD" lumo_ev=0.9412 homo_energy_ev=-8.2 gap_ev=9.130 total_charge=0
H -1.311 -2.370 0.622 0.35
N -0.469 -2.005 0.147 -0.64
C -0.596 -0.873 -0.313 0.07
P -1.960 0.404 -0.659 1.06
N -2.562 0.729 0.937 -1.14
N -0.419 1.189 -0.918 -0.92
C 0.500 0.146 -0.619 0.04
C 1.641 0.240 0.439 -0.44
C 2.065 -0.106 -0.962 -0.42
H -1.823 0.390 1.604 0.37
H -3.382 0.183 1.160 0.39
H -0.060 2.118 -0.804 0.40
H 1.709 1.154 0.927 0.21
H 1.616 -0.620 1.179 0.22
H 2.654 0.555 -1.649 0.23
H 2.395 -1.135 -1.091 0.23

=====

Model Q:
16
Properties=species:S:1:pos:R:3:nbo_charge:R:1 method="wB97M-V/def2-TZVPD" lumo_ev="-0.8021 / -0.8027" homo_energy_ev="-8.1 / -8.1" gap_ev="7.347 / 7.346" total_charge=0
C 1.262 -0.890 0.819 0.13
C -0.842 -1.388 -0.722 0.17
C 1.450 0.277 -0.180 -0.49
C 0.127 1.152 -0.185 -0.75
N 1.342 -2.153 0.611 -0.61
N -1.219 -2.541 -0.776 -0.63
N -2.697 0.621 0.034 -1.20
P -1.260 0.052 0.420 1.14
H 2.340 0.863 0.188 0.24
H 1.612 -0.044 -1.189 0.22
H 0.247 2.088 0.629 0.25
H -0.111 1.433 -1.250 0.25
H 1.501 -2.379 -0.422 0.32
H -1.254 -3.260 -0.073 0.43
H -3.389 0.371 0.650 0.36
H 1.197 -0.668 1.771 0.16

=====

Which of them is the most stable? Correct choice: model P.